DFT (wB97M-V/def2-TZVPD) results for the molecule C6H12N2O2S in a non-equilibrium geometry.

Last column: natural (NBO) charge in e.
Atoms and positions in Å:
S (-0.336178, 0.184238, 1.188817)  2.28
O (-1.295686, -0.084028, 2.283491)  -0.93
O (1.194613, 0.210573, 1.266884)  -0.88
N (-0.960021, 1.794146, 0.641660)  -0.83
N (-0.634297, -1.049189, 0.032459)  -0.85
C (0.452306, -3.528242, -0.424017)  -0.49
C (-0.529146, 3.542478, -0.994458)  -0.44
C (0.740087, -3.104446, 1.113448)  -0.46
C (0.677169, 2.836826, -1.075609)  -0.42
C (-0.695232, 2.154102, -0.782620)  -0.09
C (0.568212, -2.053337, 0.086030)  -0.07
H (1.539188, 2.586651, -0.255264)  0.25
H (-0.885122, 3.943719, -1.845564)  0.22
H (-1.412153, -1.699588, 0.121090)  0.41
H (1.209316, 2.633713, -2.044446)  0.22
H (1.472812, -1.590669, -0.237695)  0.23
H (-1.772485, 2.193105, 1.146344)  0.43
H (1.495306, -3.573507, -1.183381)  0.25
H (-0.695340, 4.255178, -0.173714)  0.22
H (1.788197, -3.664575, 1.274555)  0.24
H (-0.020536, -3.224838, 1.903280)  0.24
H (-1.271079, 1.401275, -1.459858)  0.22
H (-0.629931, -4.163585, -0.581430)  0.25

Atoms 1-2, force components in eV/Å:
-0.2 0.9 1.0
2.3 0.5 -1.1

LUMO energy   0.70 eV
HOMO-LUMO gap   0.37919 Eh
Relative energy (zero: lowest compared OMol25 entry of this formula, charge and spin)   156.0 kcal/mol
SMILES string   O=S(=O)(NC1CC1)NC1CC1

DFT (wB97M-V/def2-TZVPD) results for a cluster of 14 separate species, C72H175N13O26 in total in a non-equilibrium geometry.

Last column: Mulliken spin population.
Atoms and positions in Å:
O (3.409193, 6.486642, 2.515427)  0.00
O (-0.670247, -10.444488, -2.073883)  0.00
O (-0.548857, -2.569168, 2.077947)  0.02
O (8.638283, -1.507068, 1.105177)  0.00
O (-6.395107, 5.236362, -1.093133)  0.00
O (3.777883, -3.229958, 1.071907)  0.00
O (-4.307957, 1.540072, -4.518063)  0.00
O (-2.046657, -4.200148, 7.658037)  0.00
O (0.486543, 4.802382, -7.247143)  0.00
O (6.610093, -3.432988, -7.597193)  0.00
O (5.107893, 1.101902, 4.303387)  0.00
O (-2.187587, 1.509272, 0.798047)  0.08
O (0.171313, -3.088148, -0.865173)  0.10
O (-4.007467, -3.361148, 0.640297)  0.00
O (3.973513, 3.582302, -2.596683)  0.00
O (-6.775657, 7.016412, 5.855477)  0.00
O (-5.011757, 0.976372, 4.648597)  0.00
O (-1.710047, -4.735668, -3.536733)  0.00
O (-0.154607, -7.064948, 1.527597)  0.00
O (-0.691697, 1.338822, -1.699023)  0.10
O (1.087163, 1.788202, 4.618317)  0.00
O (-2.513167, 5.277582, -3.057063)  0.00
O (0.973443, -0.180198, -6.646223)  0.00
O (2.617683, -3.012378, 6.277467)  0.00
O (3.915153, -1.988148, -3.921053)  0.00
O (-2.715657, 4.921172, 1.471587)  0.00
N (-0.921607, -2.835878, 5.102137)  0.00
N (-1.991487, 3.523572, -0.979583)  0.01
N (2.150803, 4.685452, -0.223153)  0.00
N (-1.904267, -5.226908, -0.400263)  0.00
N (6.047123, -1.090148, -5.765813)  0.00
N (-0.092347, 2.513192, -5.826293)  0.00
N (-2.255087, -5.015538, 2.387467)  0.00
N (-1.524467, -7.375978, -2.064423)  0.00
N (3.184323, 1.946492, 2.573607)  0.00
N (-0.565527, 5.758102, -0.723783)  0.00
N (-4.524807, 2.998902, -1.738623)  0.00
N (5.822813, -1.091668, 0.297987)  0.00
N (-5.637607, 3.623992, 7.046787)  0.00
C (4.996943, -0.276838, -5.124503)  0.00
C (-1.986867, 6.566392, -2.639643)  0.00
C (-6.438067, 6.671492, -0.810373)  0.00
C (-2.792837, -3.784648, 6.506607)  0.00
C (0.208693, -2.738808, 6.065287)  0.00
C (4.702413, -1.435368, -0.485253)  0.00
C (0.798433, -1.399868, -7.385973)  0.00
C (-5.743667, 2.279702, 6.444757)  0.00
C (-4.404927, -2.123438, -0.003303)  0.01
C (1.826693, 1.257732, 2.358637)  0.03
C (-2.926437, 4.136672, 2.663057)  0.01
C (-1.519087, 5.671332, 1.590207)  0.00
C (9.814723, -1.289818, 1.787157)  0.00
C (-6.279197, 4.716472, 6.199157)  0.00
C (4.867323, 2.490582, -2.283873)  0.00
C (-0.672857, -1.674888, 1.085067)  0.15
C (-6.305937, 6.117002, 6.826507)  0.00
C (-6.904557, 8.378562, 6.308467)  0.00
C (-1.549447, 0.470672, 0.505927)  0.21
C (-4.020127, 0.732072, 3.621227)  -0.01
C (-1.630157, -5.985048, 3.265777)  0.00
C (0.268213, 1.428252, -4.923533)  0.00
C (2.237933, 3.340732, -0.805773)  0.02
C (-4.171477, 1.569342, -2.034143)  -0.07
C (-2.200147, -7.250588, -3.348933)  0.00
C (-5.546117, 4.587312, -0.203503)  0.00
C (-2.443677, -5.424758, 8.155477)  0.00
C (3.826103, -3.558768, 5.781697)  0.00
C (-3.406107, 1.469052, -3.409853)  0.00
C (-1.328827, -0.585978, 1.492117)  -0.05
C (-0.577847, 6.461302, -1.946843)  0.00
C (6.885353, -2.056148, -7.891673)  0.00
C (1.097273, 0.521222, 5.231287)  0.00
C (-4.310267, -3.416998, 2.017587)  0.00
C (-0.250797, -0.965618, -1.295443)  -0.19
C (-0.497887, 4.832962, -6.223323)  0.00
C (-0.242487, -1.954198, -0.354883)  0.25
C (3.673433, -1.077888, -4.966633)  0.00
C (-3.683927, -4.656348, 2.662627)  0.00
C (-3.782717, 5.469342, -3.777223)  0.00
C (5.035633, 0.353662, 3.084497)  0.00
C (-0.200117, -6.301768, 2.762027)  0.00
C (-1.961067, -9.900228, -1.855863)  0.00
C (-2.189507, -2.511838, 5.772747)  0.00
C (3.497573, -2.055758, 0.331587)  -0.02
C (5.850193, -1.169678, -7.198683)  0.00
C (8.132363, -0.271018, 0.474487)  0.00
C (-0.109507, 3.804312, -5.160093)  0.00
C (2.632983, -3.861428, 1.589947)  0.00
C (2.566933, 3.353312, -2.348753)  0.01
C (-1.032127, -3.732078, -4.246893)  0.00
C (-3.700637, 2.016872, -5.696933)  0.00
C (2.174313, 6.150872, 1.856297)  0.00
C (-1.995187, -8.487008, -1.185863)  0.00
C (2.367973, 4.703252, 1.232427)  0.00
C (-1.192167, 6.477682, 0.343637)  0.00
C (-4.819187, 2.243032, 5.183027)  0.00
C (-0.820097, 0.342242, -0.953763)  0.34
C (0.242563, 5.690832, -8.243253)  0.00
C (-5.304547, 3.115262, -0.488823)  0.01
C (4.411343, 1.287502, 2.030067)  0.00
C (3.345443, 6.405412, 3.900327)  0.00
C (-0.580287, -11.351758, -3.155033)  0.00
C (5.566653, 0.205102, 5.328887)  0.00
C (1.546423, -3.116628, 5.375677)  0.00
C (7.628433, -4.396238, -7.831303)  0.00
C (0.776293, 1.772222, 3.242497)  0.00
C (6.971173, -0.655338, -0.468773)  0.00
C (1.079663, -7.770958, 1.322407)  0.00
C (-0.016547, 0.089672, -5.611233)  0.00
C (-1.667137, -6.056488, -4.128523)  0.00
C (2.696553, -2.514908, -3.369253)  0.02
H (3.308913, 2.035652, 3.571917)  0.00
H (-0.756727, 5.648292, -8.676503)  0.00
H (-2.800917, -4.890948, -0.721593)  0.00
H (1.105453, -8.156068, 0.303037)  0.00
H (-1.371637, -3.813608, -5.279453)  0.00
H (1.528523, 1.329372, 1.312667)  0.00
H (1.306143, 2.807722, -0.616613)  -0.02
H (3.368263, -1.518978, -5.915533)  0.00
H (6.576083, -0.164318, 5.148127)  0.00
H (5.538433, 0.737112, 6.279817)  0.00
H (0.919773, 5.552792, -9.086123)  0.00
H (-1.618717, 6.370052, 2.420847)  0.00
H (10.697873, -1.077978, 1.184427)  0.00
H (6.136903, -2.014798, -5.369483)  0.00
H (-3.001807, 0.937102, 3.951497)  0.00
H (7.896403, -1.727658, -7.650893)  0.00
H (-4.464707, 5.704612, -2.960133)  0.00
H (7.199983, -5.397088, -7.884443)  0.00
H (4.869683, -1.470668, -7.567623)  0.00
H (-2.828317, -2.291298, 4.917537)  0.00
H (0.331403, 6.696452, -7.832233)  0.00
H (-1.917467, -5.432698, 0.588467)  0.00
H (-7.502727, 8.411112, 7.219087)  0.00
H (3.699013, -4.569648, 5.394327)  0.00
H (-0.030627, 5.859502, -2.672433)  0.00
H (-1.818097, -6.043388, -0.988503)  -0.01
H (0.886953, 3.951772, -4.743663)  0.00
H (1.676963, 4.049892, 1.765087)  0.00
H (8.856703, 0.299012, -0.107313)  0.00
H (-2.838827, 0.538472, -3.427593)  0.00
H (-1.453617, 4.472302, -6.603603)  0.00
H (6.854773, 0.161332, -1.181243)  0.00
H (-3.016057, -8.319918, -0.842353)  0.00
H (-5.285907, 2.992682, 4.544037)  0.00
H (4.902853, -0.656488, 5.400487)  0.00
H (-0.935637, 0.145972, -6.194513)  0.00
H (-5.178187, 3.237332, -2.470973)  0.00
H (-1.548587, -0.460108, 2.542007)  0.01
H (4.459543, 1.582652, -2.728243)  0.00
H (4.244293, 6.944962, 4.198757)  0.00
H (-2.709107, 7.157072, -2.076103)  0.00
H (-3.790677, -3.556108, 6.880997)  0.00
H (2.011163, 4.173042, -2.804013)  0.00
H (3.028533, -1.293488, 0.953707)  0.01
H (-5.545367, 1.460802, 7.136257)  0.00
H (-5.030977, 0.899532, -2.060813)  0.00
H (6.139963, -1.785868, 0.959507)  0.00
H (2.194343, 6.844752, 1.015927)  0.00
H (1.890643, 0.182432, 2.525177)  -0.01
H (-0.740487, 5.771512, -5.724943)  0.00
H (9.966233, -2.225918, 2.324607)  0.00
H (3.011403, 2.705022, -0.374853)  0.00
H (5.990093, -0.146818, -7.548383)  0.00
H (4.709153, 0.669382, -5.582703)  0.00
H (4.333643, -0.475338, 3.174327)  0.00
H (-0.148207, -0.695218, -4.866443)  0.00
H (3.370993, 4.344622, 1.463607)  0.00
H (-3.265987, 4.837292, 3.425907)  0.00
H (-2.289907, -1.602538, 6.365377)  0.00
H (0.592903, 2.837852, 3.104977)  0.00
H (-0.550727, 7.325582, 0.583887)  0.00
H (4.636733, -3.775358, 6.477457)  0.00
H (-7.323317, 8.960182, 5.487227)  0.00
H (7.712073, 0.452722, 1.172827)  0.00
H (-5.342377, 6.309932, 7.298137)  0.00
H (-2.216757, 3.147532, -0.069663)  -0.01
H (4.337263, -2.952248, 5.034057)  0.00
H (5.302233, -0.029078, -4.107893)  0.00
H (-2.867507, 3.727972, -1.438823)  0.00
H (-0.193307, 1.347542, 2.982467)  0.00
H (-2.977567, -4.560808, 5.763937)  0.00
H (2.001903, -7.239918, 1.558147)  0.00
H (-5.852707, 4.699052, 0.836507)  0.00
H (-1.714297, 7.056112, -3.574513)  0.00
H (2.082203, -1.779258, -2.850123)  -0.01
H (-7.327567, 4.418132, 6.194037)  0.00
H (2.492383, 6.912862, 4.350747)  0.00
H (1.273853, 1.515152, -4.512153)  0.00
H (0.252123, -1.792248, 6.604027)  0.00
H (-4.473667, -1.258808, 0.656837)  -0.01
H (-2.133527, -5.921518, -5.104413)  0.00
H (7.377443, -1.434338, -1.113913)  0.00
H (5.088523, 2.116922, 1.826127)  0.00
H (5.072483, 2.283582, -1.233563)  0.00
H (-2.166157, 6.892612, 0.084247)  0.00
H (1.197473, -8.648218, 1.958537)  0.00
H (-0.855567, -11.029748, -4.159333)  0.00
H (0.393533, -5.392958, 2.663377)  0.00
H (-3.738637, -1.921198, -0.841913)  0.01
H (2.863163, -0.403558, -4.689453)  0.00
H (1.723243, -2.492998, 4.499367)  0.00
H (3.138383, -3.199158, -2.644903)  0.00
H (1.389933, 0.472232, 6.280117)  0.00
H (0.250533, -6.811848, 3.613397)  0.00
H (-2.225127, -6.896748, 3.211837)  0.00
H (2.057333, -3.280738, 2.310737)  0.02
H (-5.876427, 8.645722, 6.552787)  0.00
H (0.035143, -1.145968, -2.321173)  -0.04
H (-4.287347, 1.207642, 2.677547)  0.01
H (-4.457657, 2.243842, -6.447603)  0.00
H (-1.308917, -8.485828, -0.339023)  0.00
H (9.828833, -0.526818, 2.565447)  0.00
H (3.010173, -4.730908, 2.128317)  0.00
H (3.450143, 5.383502, 4.264777)  0.00
H (-6.775997, 2.106642, 6.140717)  0.00
H (-3.527007, -5.511098, 8.239407)  0.00
H (2.904763, 5.278862, -0.538593)  0.00
H (0.371113, 5.429292, -0.537543)  0.00
H (4.391423, -0.620788, -1.139353)  0.00
H (1.809353, -0.083928, 4.670177)  0.00
H (2.115613, -3.013138, -4.145383)  0.00
H (-5.400117, -3.423328, 2.000737)  0.00
H (8.227103, -4.220188, -8.725003)  0.00
H (-0.610687, -6.298158, -4.245203)  0.00
H (-6.144617, 3.600512, 7.919987)  0.00
H (-6.226907, 2.534472, -0.483253)  0.00
H (-2.098267, -6.254038, 7.538157)  0.00
H (-2.554357, -10.563168, -1.226083)  0.00
H (-0.873527, 3.763742, -4.383733)  0.00
H (0.112973, -1.277038, -8.224523)  0.00
H (-4.630277, 2.729702, 0.275907)  -0.01
H (-6.978777, 6.129922, 7.683957)  0.00
H (1.489803, -4.150718, 5.035757)  0.00
H (-1.589267, -4.266348, 2.263037)  0.01
H (-3.664927, 6.293362, -4.480933)  0.00
H (0.034633, -3.826728, -4.043983)  0.00
H (1.986763, -4.223198, 0.790187)  0.00
H (0.379103, 2.452272, -6.717433)  0.00
H (-1.976867, -5.616138, 9.121687)  0.00
H (-4.071167, 4.603792, -4.373643)  0.00
H (2.311353, 2.418052, -2.846823)  -0.01
H (-4.282867, -5.559098, 2.542507)  0.00
H (2.763723, -2.367938, -0.411453)  0.00
H (-4.103657, -0.327918, 3.381357)  0.00
H (-1.148947, -12.276928, -3.061243)  0.00
H (-3.949447, -2.528378, 2.535517)  0.00
H (0.444183, -2.210468, -6.749153)  0.00
H (-6.696877, 6.910932, 0.221027)  0.00
H (-0.387297, 1.467022, -4.053533)  0.00
H (-0.065287, 7.422702, -1.913613)  0.00
H (4.200273, 0.787102, 1.084997)  0.00
H (-3.237607, -7.101818, -3.049523)  0.00
H (-3.779757, 3.484632, 2.476547)  0.00
H (-2.548337, -9.771858, -2.765113)  0.00
H (-1.413007, -2.748098, -3.973363)  0.00
H (-1.562547, -5.554338, 4.264787)  0.00
H (-3.153757, 2.928682, -5.456863)  0.00
H (0.118893, 0.056472, 5.109347)  0.00
H (-2.102167, -8.104998, -4.018623)  0.00
H (-5.965607, 4.815662, 5.159957)  0.00
H (4.989273, -2.246438, -1.154573)  0.00
H (-1.482037, 2.770472, -1.419363)  -0.02
H (-4.577337, 5.085682, -0.237943)  0.00
H (5.958583, -0.072418, 2.691157)  0.00
H (0.068473, -3.404648, 6.916817)  0.00
H (-0.691257, 5.074272, 1.972717)  0.00
H (-3.802577, 2.564482, 5.409457)  0.00
H (-2.641357, 2.244792, -3.448413)  -0.02
H (-2.074697, 3.518572, 2.946927)  0.00
H (1.244583, 6.215112, 2.421607)  0.00
H (5.820603, 2.515762, -2.811823)  0.00
H (0.465743, -11.544508, -3.393283)  0.00
H (-3.651797, -4.406498, 3.723117)  0.00
H (-5.601177, 7.224412, -1.236983)  0.00
H (-3.018377, 1.253312, -6.070573)  0.00
H (-0.629297, -7.701058, -2.400713)  0.00
H (-0.815367, -2.529288, 4.145677)  0.00
H (-1.446487, 4.373172, -0.944333)  0.00
H (-5.358537, -2.253508, -0.514983)  0.00
H (8.410503, -4.463988, -7.075083)  0.00
H (1.694433, -1.773728, -7.881453)  0.00
H (-7.269427, 7.155992, -1.322423)  0.00
H (-1.114237, -4.631578, -0.604073)  0.00
H (6.760963, -1.932298, -8.967443)  0.00
H (-3.513867, 1.131932, -1.282933)  0.08

Atoms 1-2, force components in eV/Å:
-1.6 0.3 -0.2
-0.2 0.5 -0.7

LUMO energy (alpha / beta)   1.85 / 1.85 eV
HOMO-LUMO gap (alpha / beta)   0.10749 / 0.18148 Eh
Spin multiplicity   2
Total charge   -1